1.
The following is a quantum chemistry calculation of a molecular structure, C43H47F5N2PPtS3, from OMol25.

```
! RIJCOSX wB97M-V def2-TZVPD def2/J DEFGRID3
* xyz 1 5
Pt -0.46 -0.30 0.07
S -2.47 -0.09 -1.44
S -0.59 -2.49 -1.51
S 0.72 0.65 -1.71
P -1.03 1.29 1.72
F -1.14 -4.78 -3.20
F -2.52 -2.73 0.82
F -4.36 -4.66 1.15
F -2.99 -6.69 -2.86
F -4.59 -6.63 -0.68
N 0.55 1.06 -7.77
N -3.38 0.08 -7.46
C -0.01 1.91 4.24
C -2.47 0.07 -4.12
C 1.56 0.80 2.80
C 0.06 0.88 -6.74
C 0.27 1.30 3.01
C 3.12 -3.23 -2.31
C 3.94 -2.13 -1.64
C -1.70 0.16 -2.94
C 3.54 -0.05 -0.30
C -1.06 3.06 1.11
C 1.70 -1.29 1.38
C 3.44 2.94 -0.37
C 5.24 -2.71 -1.07
C -1.37 4.11 2.19
C 2.04 0.08 1.57
C -1.92 -4.73 -2.14
C -0.32 0.50 -3.05
C 2.11 -2.44 3.55
C 2.98 0.69 0.73
C -3.69 -5.69 -0.86
C 0.24 0.74 -4.33
C 2.28 -1.97 0.29
C -2.05 3.21 -0.04
C -3.41 1.88 3.30
C -2.62 -3.69 -0.09
C 4.90 2.12 1.48
C 0.38 -3.38 2.06
C -2.72 0.18 -6.53
C -1.91 0.30 -5.35
C 0.36 3.36 0.61
C -0.53 0.64 -5.46
C 1.05 -2.08 2.51
C -3.56 -4.67 0.09
C 3.47 2.12 0.92
C -2.66 0.78 2.54
C 3.21 -1.38 -0.54
C 0.95 2.06 5.22
C -2.36 -0.39 3.48
C 2.23 1.60 5.00
C -3.64 0.27 1.48
C -2.86 -5.72 -1.98
C 2.52 0.97 3.80
C -1.76 -3.68 -1.21
H 2.50 2.82 -0.92
H -3.08 3.03 0.27
H 5.59 1.68 0.76
H 0.70 2.64 -0.13
H -3.84 2.62 2.63
H 1.67 -3.07 4.33
H 3.00 1.71 5.75
H -3.27 -0.62 0.98
H -1.76 -1.16 3.00
H 2.82 2.61 1.65
H 1.07 3.39 1.43
H 0.35 4.34 0.13
H 5.82 -3.20 -1.86
H 0.69 2.55 6.15
H 1.28 1.00 -4.41
H -1.82 2.54 -0.87
H -0.30 -3.74 2.84
H 2.54 -1.57 4.03
H -3.31 -0.85 3.77
H -3.51 -0.19 -4.05
H 0.31 -1.45 2.99
H 4.28 0.42 -0.94
H -3.88 1.02 0.73
H 5.23 3.14 1.67
H -0.76 4.00 3.08
H 4.99 1.56 2.41
H -2.42 4.13 2.48
H -1.14 5.09 1.76
H 4.25 2.65 -1.04
H 3.58 4.00 -0.14
H 4.20 -1.40 -2.40
H -2.84 2.40 4.06
H -1.00 2.30 4.43
H -0.20 -3.25 1.15
H 5.87 -1.93 -0.63
H 2.92 -3.01 3.08
H 3.66 -3.63 -3.16
H -4.25 1.40 3.81
H 2.03 -3.02 0.16
H -1.85 -0.08 4.39
H 1.11 -4.16 1.88
H 3.51 0.58 3.63
H -2.00 4.24 -0.41
H 2.16 -2.85 -2.67
H 2.93 -4.06 -1.63
H -4.57 0.00 1.98
H 5.03 -3.44 -0.30
*
```

Computed properties:
<S²> ... 6.05
E_HOMO (alpha / beta) ... -10.33 / -11.26 eV
Kohn-Sham gap (alpha / beta) ... 7.50 / 5.31 eV
LUMO energy (alpha / beta) ... -2.834 / -5.951 eV

Here are the Löwdin charges for atoms 1 to 5, given in e: number 1, Pt, carries 0.538; number 2, S, carries 0.736; number 3, S, carries 0.880; number 4, S, carries 0.794; number 5, P, carries 1.048


2.
The following is a quantum chemistry calculation of 11 unconnected molecules or ions with the total composition C7H33NO10 at a distorted geometry, from OMol25.

```
! RIJCOSX wB97M-V def2-TZVPD def2/J DEFGRID3
* xyz 0 1
O 1.74 3.40 0.76
O -0.75 4.03 0.16
O 0.62 -4.39 -1.25
O 3.59 1.91 -0.48
O -3.38 1.97 0.41
O -0.05 1.85 2.84
O 0.64 2.75 -3.67
O 0.37 -2.68 -3.62
O -0.87 1.87 -1.43
O 2.81 0.93 -2.82
N -3.73 -1.19 1.97
C -1.21 -1.15 1.88
C -2.50 -1.83 1.44
C 2.99 -1.33 0.51
C -0.04 -1.71 1.11
C 2.40 -2.44 0.95
C -2.61 -2.07 -0.05
C 1.04 -2.38 1.52
H -0.79 2.54 -0.74
H 3.28 1.33 -1.18
H -1.77 1.54 -1.43
H 1.82 3.07 1.68
H 0.02 2.36 -4.28
H -0.78 2.43 3.09
H 3.03 1.83 -3.03
H 0.11 2.08 1.92
H 1.02 -2.81 2.52
H 1.87 0.85 -3.02
H -0.92 4.59 0.94
H 3.99 -1.43 0.08
H 2.40 2.91 0.19
H -0.95 -1.24 2.94
H -3.57 -2.52 -0.30
H 0.32 -4.15 -0.37
H 1.55 -4.51 -1.07
H 0.23 3.86 0.16
H 0.66 -3.30 -2.94
H -1.31 -0.09 1.65
H 0.20 -1.22 0.16
H 4.33 1.62 0.08
H -3.85 -0.25 1.60
H 2.67 -0.31 0.47
H -0.39 -2.23 -3.21
H -2.50 -1.13 -0.61
H 2.74 -3.46 0.84
H -2.64 -2.81 1.94
H -3.94 2.42 1.06
H 0.24 2.71 -2.78
H -1.88 -2.77 -0.46
H -2.55 1.73 0.87
H -3.71 -1.22 2.97
*
```

Computed properties:
E_HOMO ... -9.06 eV
Kohn-Sham gap ... 9.02 eV
LUMO energy ... -0.046 eV
SMILES string ... C=C/C=C/C[C@H](C)N.O.O.O.O.O.O.O.O.O.O
ΔE to the lowest compared entry with this formula, charge and spin ... 192.93 kJ/mol

Here are the Löwdin charges for atoms 1 to 5, given in e: number 1, O, carries -0.078; number 2, O, carries -0.094; number 3, O, carries -0.045; number 4, O, carries -0.058; number 5, O, carries -0.057


3.
The following is a quantum chemistry calculation of a molecular structure, C8H18I2IrNOP2 at a distorted geometry, from OMol25.

```
! RIJCOSX wB97M-V def2-TZVPD def2/J DEFGRID3
* xyz 2 5
Ir -0.51 -0.02 -0.19
I 0.53 -1.34 -2.18
I -2.46 1.64 0.65
P 0.12 2.00 -1.24
P -0.13 -1.91 1.22
O -2.85 -1.53 -1.19
N 2.49 0.52 1.04
C 1.66 1.95 -2.20
C 0.38 3.23 0.06
C -1.21 2.49 -2.36
C 0.09 -1.41 2.92
C 1.37 -2.94 0.84
C -2.07 -0.78 -0.81
C 1.38 0.37 0.70
C -1.52 -3.10 1.16
H 2.26 -2.32 0.93
H -2.44 -2.57 1.49
H -0.79 -0.82 3.23
H 1.82 2.97 -2.62
H 1.42 -3.80 1.52
H 0.21 -2.27 3.58
H -2.14 2.60 -1.80
H -0.93 3.45 -2.79
H -1.67 -3.45 0.13
H 1.59 1.20 -2.98
H -1.33 -3.96 1.82
H 1.30 -3.30 -0.22
H 2.51 1.70 -1.52
H 0.61 4.17 -0.44
H -1.33 1.74 -3.13
H 0.98 -0.75 2.99
H -0.53 3.34 0.66
H 1.19 2.92 0.70
*
```

Computed properties:
<S²> ... 6.02
E_HOMO (alpha / beta) ... -14.37 / -17.01 eV
Kohn-Sham gap (alpha / beta) ... 7.48 / 5.88 eV
LUMO energy (alpha / beta) ... -6.892 / -11.129 eV
ΔE to the lowest compared entry with this formula, charge and spin ... 0.00 kJ/mol

Here are the Löwdin charges for atoms 1 to 5, given in e: number 1, Ir, carries 0.426; number 2, I, carries 0.874; number 3, I, carries 0.965; number 4, P, carries 0.566; number 5, P, carries 0.682


4.
The following is a quantum chemistry calculation of a molecular structure, C3H7N3O at a distorted geometry, from OMol25.

```
! RIJCOSX wB97M-V def2-TZVPD def2/J DEFGRID3
* xyz 0 1
O -1.86 -1.04 0.77
N 1.55 -0.37 -0.66
N -1.86 1.04 0.12
N 0.19 -2.16 0.24
C -1.18 -0.12 0.26
C 1.70 1.06 -0.52
C 0.56 -0.95 -0.15
H -0.97 -1.94 0.66
H 0.76 1.53 -0.19
H -1.48 1.88 -0.27
H 2.03 1.53 -1.45
H 0.93 -2.78 0.55
H -2.84 1.05 0.41
H 2.46 1.28 0.24
*
```

Computed properties:
E_HOMO ... -8.59 eV
Kohn-Sham gap ... 9.43 eV
LUMO energy ... 0.845 eV
ΔE to the lowest compared entry with this formula, charge and spin ... 250.18 kJ/mol

Here are the Löwdin charges for atoms 1 to 5, given in e: number 1, O, carries -0.010; number 2, N, carries -0.009; number 3, N, carries 0.138; number 4, N, carries 0.054; number 5, C, carries -0.282


5.
The following is a quantum chemistry calculation of a molecular structure, C5H7NO at a distorted geometry, from OMol25.

```
! RIJCOSX wB97M-V def2-TZVPD def2/J DEFGRID3
* xyz 0 1
O 2.45 -0.09 0.31
N -0.77 0.45 -0.83
C -0.55 -0.50 0.84
C -1.82 -0.11 0.09
C 0.12 -0.76 -0.52
C 0.07 0.84 0.39
C 1.25 0.22 -0.31
H -0.40 -1.03 1.79
H -2.41 -0.90 -0.38
H -0.03 1.83 0.86
H 1.49 0.76 -1.25
H 0.09 -1.67 -1.13
H -2.46 0.67 0.52
H 2.97 0.32 -0.38
*
```

Computed properties:
E_HOMO ... -9.36 eV
Kohn-Sham gap ... 10.22 eV
LUMO energy ... 0.858 eV
ΔE to the lowest compared entry with this formula, charge and spin ... 441.65 kJ/mol

Here are the Löwdin charges for atoms 1 to 5, given in e: number 1, O, carries 0.013; number 2, N, carries 0.025; number 3, C, carries -0.129; number 4, C, carries -0.137; number 5, C, carries -0.151


6.
The following is a quantum chemistry calculation of a molecular structure, H12O6Ti, from OMol25.

```
! RIJCOSX wB97M-V def2-TZVPD def2/J DEFGRID3
* xyz 1 4
Ti 14.27 -6.92 -19.69
O 12.27 -7.69 -18.68
O 14.68 -8.51 -21.37
O 14.01 -4.65 -18.45
O 14.82 -7.69 -17.31
O 16.43 -6.41 -19.82
O 12.83 -5.99 -21.29
H 14.19 -9.19 -21.84
H 16.58 -5.64 -20.38
H 17.21 -6.47 -19.28
H 13.79 -4.44 -17.54
H 15.18 -8.50 -16.95
H 15.51 -8.44 -21.85
H 15.35 -6.99 -16.92
H 11.35 -7.59 -18.44
H 12.83 -5.93 -22.25
H 12.58 -5.11 -21.00
H 12.72 -7.82 -17.84
H 14.67 -4.00 -18.69
*
```

Computed properties:
<S²> ... 3.75
E_HOMO (alpha / beta) ... -7.45 / -15.56 eV
Kohn-Sham gap (alpha / beta) ... 4.63 / 12.22 eV
LUMO energy (alpha / beta) ... -2.825 / -3.337 eV
ΔE to the lowest compared entry with this formula, charge and spin ... 10.85 kJ/mol

Here are the Löwdin charges for atoms 1 to 5, given in e: number 1, Ti, carries 0.713; number 2, O, carries -0.070; number 3, O, carries -0.075; number 4, O, carries -0.061; number 5, O, carries -0.049


E_tot (computed, Eh): -3930.5570 -1093.6061 -1827.3827 -357.9546 -324.5563 -1307.8518